No. 1
The following is a quantum chemistry calculation of a cluster of 2 separate species, C9H14S in total, from the OMol25 dataset.

XYZ file:
```
24
Properties=species:S:1:pos:R:3:lowdin_charge:R:1
C -0.17334 3.24290 2.06022 -0.059
C -1.94788 1.53269 -0.84301 -0.090
C -1.38666 2.50602 -0.03737 -0.056
C -1.97806 0.20873 -0.42129 -0.098
C -0.79678 2.19423 1.19052 -0.284
C -1.37093 -0.11989 0.77570 -0.101
C -0.83825 0.86647 1.60267 -0.058
H -2.43291 1.83103 -1.76168 0.101
H -1.39959 3.54679 -0.33265 0.108
H -2.34445 -0.53128 -1.12679 0.101
H -1.36744 -1.12980 1.18808 0.101
H -0.16961 2.94618 3.10575 0.074
H -0.72298 4.18724 2.04510 0.078
H -0.28253 0.59380 2.48869 0.107
H 0.83487 3.48133 1.72312 0.082
C 0.55974 -3.12462 -0.86415 -0.455
C 3.05966 -2.53272 -1.78599 -0.449
S 1.43519 -2.96287 -2.42443 0.723
H 0.84087 -2.32786 -0.17206 0.025
H -0.52333 -3.10045 -0.98469 0.027
H 0.81540 -4.06474 -0.38205 0.028
H 2.99835 -1.61908 -1.18659 0.034
H 3.66853 -2.30449 -2.66532 0.027
H 3.52215 -3.31964 -1.19179 0.035
```

Its highest occupied orbital energy is -8.4 eV. The HOMO-LUMO gap is 9.37 eV. The total energy is -20395.117 eV. Its SMILES is Cc1ccccc1.CSC. The charge is 0.

---

No. 2
The following is a quantum chemistry calculation of the molecule C6H10, from the OMol25 dataset.

XYZ file:
```
16
Properties=species:S:1:pos:R:3:lowdin_charge:R:1
C -1.20127 0.57302 1.24732 -0.104
C -1.35852 -0.15620 -0.08550 -0.202
C 0.02911 -0.23000 -0.62078 -0.351
C 0.96720 -1.36635 -0.65777 -0.072
C 1.35046 -0.16013 0.13705 -0.215
C 0.95575 0.90202 -0.83621 -0.073
H -2.11733 0.42238 1.85473 0.074
H -1.16244 1.66068 1.08785 0.064
H -2.01221 0.36389 -0.79466 0.114
H -1.76250 -1.16621 0.05899 0.111
H 1.57396 -1.59031 -1.52537 0.093
H 0.60102 -2.23642 -0.09874 0.113
H 2.10992 -0.09051 0.90626 0.137
H -0.08858 0.20461 1.48831 0.109
H 1.54924 0.98553 -1.73770 0.095
H 0.59529 1.85355 -0.42457 0.109
```

Its highest occupied orbital energy is -8.4 eV. The HOMO-LUMO gap is 9.58 eV. The total energy is -6380.647 eV. Its SMILES is CC[C@]12C[C@H]1C2. The charge is 0.

---

No. 3
The following is a quantum chemistry calculation of a structure of composition C3H4O3Rb, from the OMol25 dataset.

XYZ file:
```
11
Properties=species:S:1:pos:R:3:lowdin_charge:R:1
H 2.42208 1.90609 -3.48865 -0.208
O 1.90316 1.41215 -2.84936 -0.728
C 0.19785 0.74294 1.72049 -0.010
C -0.36292 -0.45033 1.51090 -0.294
O -1.68487 -0.61497 1.20350 -0.179
C -2.07787 -1.70287 0.34625 -0.355
O -1.39016 -1.76405 -0.67885 -0.285
Rb -0.08087 -0.61881 -3.01161 0.867
H -0.37965 1.66366 1.61582 0.050
H 1.24300 0.80636 2.02477 0.036
H 0.21025 -1.38016 1.60674 0.106
```

Its highest occupied orbital energy is -3.3 eV. The HOMO-LUMO gap is 5.31 eV. The total energy is -9972.185 eV. The charge is -1.

---

No. 4
The following is a quantum chemistry calculation of the molecule C3H4OS, from the OMol25 dataset.

XYZ file:
```
9
Properties=species:S:1:pos:R:3:lowdin_charge:R:1
C 1.37154 0.04346 -0.22441 -0.594
C 0.05134 -0.40967 -0.55012 -0.501
C -1.02870 0.12550 0.33784 -0.075
O 2.02312 1.40505 0.21378 -0.212
S 1.38977 -1.57536 0.00430 1.033
H -0.00647 -0.50718 -1.58111 0.083
H -0.68208 0.37097 1.36413 0.103
H -1.82233 -0.59979 0.32717 0.073
H -1.29620 1.14702 0.10843 0.090
```

Its highest occupied orbital energy (alpha / beta) is -9.7 / -9.7 eV. The HOMO-LUMO gap (alpha / beta) is 9.13 / 9.13 eV. The total energy is -16054.195 eV. Its SMILES is C[C@@H]1SC1=O. The charge is 0.

---

No. 5
The following is a quantum chemistry calculation of a structure of composition C53H50GeKN6O5S2, from the OMol25 dataset.

XYZ file:
```
118
Properties=species:S:1:pos:R:3:lowdin_charge:R:1
K -0.48597 -0.45198 0.38004 0.772
O -1.31202 1.57938 -0.24319 -0.250
C -1.60039 2.35064 0.73191 -0.407
C -1.00040 3.65043 0.84864 -0.032
C -1.31093 4.52701 1.86435 -0.134
C -2.23671 4.17716 2.85986 -0.152
C -2.80227 2.91357 2.80717 -0.095
C -2.51464 1.98734 1.79499 -0.156
C -3.07430 0.63574 1.90425 -0.122
N -2.95784 -0.22876 0.97757 -0.086
N -3.53873 -1.47401 1.08213 0.054
C -2.80516 -2.46251 0.60265 -0.526
O -1.56533 -2.46219 0.30582 -0.208
C -3.58671 -3.75919 0.41309 -0.152
C -4.89212 -3.93817 0.87585 -0.050
C -5.54988 -5.15136 0.68712 -0.112
C -4.91644 -6.20273 0.02736 -0.128
C -3.62050 -6.02789 -0.44291 -0.106
C -2.96246 -4.81476 -0.24685 -0.047
H -0.26870 3.91286 0.09013 0.101
H -0.82426 5.49733 1.90189 0.084
H -2.49230 4.86535 3.65494 0.070
H -3.49809 2.61263 3.58804 0.092
H -3.56365 0.38019 2.85179 0.109
H -5.36950 -3.11167 1.38858 0.097
H -6.56097 -5.28203 1.05700 0.086
H -5.43327 -7.14466 -0.12404 0.084
H -3.11536 -6.84252 -0.95270 0.092
H -1.94260 -4.65288 -0.58457 0.115
O 1.00908 -2.76847 -2.83347 0.071
C 1.22705 -1.97567 -1.94362 -0.535
O 0.66782 -0.78248 -1.81234 -0.243
C 2.28295 -2.17492 -0.88008 -0.196
C 3.57238 -2.51683 -1.25905 -0.013
C 4.56932 -2.47836 -0.29671 -0.072
C 4.23511 -2.14110 1.00455 -0.060
C 2.90369 -1.88103 1.29881 -0.141
N 1.94135 -1.88553 0.37382 0.118
H 3.78219 -2.76935 -2.29198 0.116
H 5.59870 -2.69207 -0.56390 0.100
H 4.99035 -2.06936 1.77839 0.099
H 2.58736 -1.63988 2.31078 0.105
S 6.10433 3.65101 -3.71608 0.963
C 6.03280 3.29621 -5.40639 -0.479
C 5.12270 2.31109 -5.65139 -0.238
C 4.47070 1.83381 -4.48131 -0.159
C 4.89085 2.46134 -3.31144 -0.491
C 4.45216 2.27737 -1.95445 -0.243
C 3.50544 1.26709 -1.62303 -0.115
N 2.97876 1.07083 -0.44540 0.139
C 3.35890 1.90370 0.59691 -0.153
C 4.37599 2.88887 0.39985 -0.173
C 4.80523 3.67512 1.53790 -0.049
C 4.25391 3.50900 2.75393 -0.054
C 3.20314 2.54789 2.97235 -0.161
C 2.62754 2.34575 4.21690 -0.013
C 1.61203 1.41483 4.39475 -0.214
C 1.17796 0.73837 3.23274 -0.086
N 1.70181 0.88675 2.03573 0.116
C 2.74340 1.76712 1.86835 -0.150
C 1.01240 1.10555 5.69747 -0.468
C -0.01592 0.25076 5.99469 -0.122
C -0.31149 0.17941 7.38979 -0.209
C 0.48753 0.97304 8.14699 -0.463
S 1.62139 1.80953 7.16388 0.994
C 4.90706 3.06435 -0.86175 -0.034
H 6.65958 3.83634 -6.10391 0.039
H 4.91200 1.93934 -6.64906 0.088
H 3.71109 1.05937 -4.49379 0.089
H 3.18204 0.56935 -2.40224 0.104
H 5.59100 4.40865 1.38456 0.100
H 4.58948 4.10469 3.59893 0.101
H 2.98036 2.93061 5.06209 0.090
H 0.35757 0.02012 3.30699 0.091
H -0.53950 -0.32437 5.23591 0.097
H -1.10049 -0.43877 7.80616 0.094
H 0.48586 1.11657 9.22030 0.047
H 5.67351 3.81834 -1.01676 0.077
O -0.33080 -2.21298 3.37343 -0.100
N -0.63643 -3.42867 3.04918 -0.207
C -1.90242 -3.88448 3.23108 -0.018
C -2.24995 -5.17653 2.90621 -0.064
C -1.30885 -6.04056 2.36782 -0.093
C -0.03317 -5.55029 2.14554 -0.053
C 0.28103 -4.25069 2.48300 -0.010
H -2.59589 -3.14135 3.59457 0.137
H -3.27833 -5.48700 3.04746 0.111
H -1.57616 -7.05402 2.09395 0.101
H 0.73361 -6.16162 1.68791 0.106
H 1.24398 -3.80183 2.31041 0.113
C -0.87168 3.01514 -6.61070 -0.125
C -1.12108 2.50870 -5.19061 -0.292
C 0.16319 2.45345 -4.36011 -0.297
C -0.02140 1.81402 -2.97968 -0.278
Ge -0.45642 -0.07631 -3.11603 0.977
C -2.16129 -0.99930 -2.98085 -0.262
C -3.27639 -0.26747 -2.21758 -0.280
C -3.69817 1.06710 -2.82849 -0.275
C -4.74592 1.76297 -1.95494 -0.100
H -1.79507 3.06099 -7.19697 0.061
H -0.16837 2.35842 -7.13238 0.068
H -0.43356 4.01961 -6.58797 0.069
H -1.56176 1.50500 -5.23578 0.089
H -1.84821 3.15367 -4.68764 0.108
H 0.55922 3.46785 -4.24083 0.112
H 0.91604 1.89158 -4.92995 0.090
H -0.76798 2.32345 -2.36487 0.052
H 0.91299 1.84291 -2.41012 0.063
H 0.22688 -0.54309 -4.42848 0.019
H -1.91267 -1.93544 -2.46661 0.065
H -2.46534 -1.25344 -4.00007 0.064
H -2.94191 -0.06315 -1.19850 0.064
H -4.14995 -0.92675 -2.14331 0.114
H -4.07815 0.92245 -3.84916 0.102
H -2.81689 1.71552 -2.89297 0.073
H -5.65226 1.15139 -1.87525 0.068
H -5.02574 2.74481 -2.35110 0.061
H -4.34170 1.89955 -0.94586 0.071
```

As for the spin multiplicity: 2. Its highest occupied orbital energy (alpha / beta) is 0.2 / -1.7 eV. As for the expectation value of S²: 0.80. The HOMO-LUMO gap (alpha / beta) is 3.47 / 5.41 eV. The total energy is -169463.556 eV. The charge is -2.

---

No. 6
The following is a quantum chemistry calculation of the molecule C3H5NS, from the OMol25 dataset.

XYZ file:
```
10
Properties=species:S:1:pos:R:3:lowdin_charge:R:1
C -0.53740 -0.04255 0.19377 -0.181
C 0.64915 0.16841 -1.88129 -0.793
C -0.23088 -0.07969 1.63380 -0.072
N 0.45059 0.08361 -0.58495 -0.014
S 1.51030 -0.83843 -2.83088 0.597
H -1.52015 -0.32656 -0.16672 0.125
H 0.07187 1.07036 -2.25223 0.090
H -1.02565 0.56755 2.14322 0.107
H 0.00955 -1.09070 2.01309 0.100
H 0.62261 0.48800 1.73218 0.041
```

Its highest occupied orbital energy is -8.5 eV. The HOMO-LUMO gap is 8.41 eV. The total energy is -15515.674 eV. Its SMILES is C/C=N/C=S. The charge is 0.

---

No. 7
The following is a quantum chemistry calculation of the molecule C4H7NO, from the OMol25 dataset.

XYZ file:
```
13
Properties=species:S:1:pos:R:3:lowdin_charge:R:1
C -1.54334 -1.19085 0.03084 -0.111
C -0.87385 1.21900 0.38011 -0.152
C 0.27412 0.65035 -0.46067 -0.171
C 1.24983 -0.15046 0.40282 -0.198
H -2.61816 -1.16549 0.03578 0.067
H -1.20118 -1.87528 -0.82355 0.110
H -1.11309 -1.62454 1.00940 0.094
H -0.65964 1.02922 1.49576 0.127
H -1.28872 2.16692 0.10631 0.098
H 0.55546 1.00511 -1.45535 0.139
H 0.84162 -0.40804 1.53411 0.160
N -1.14953 0.12253 -0.42233 -0.160
O 2.36123 -0.39423 -0.13309 -0.004
```

Its highest occupied orbital energy is -9.3 eV. The HOMO-LUMO gap is 10.10 eV. The total energy is -7796.311 eV. Its SMILES is CN1C[C@H]1C=O. The charge is 0.

---

No. 8
The following is a quantum chemistry calculation of the molecule C3H3NO2, from the OMol25 dataset.

XYZ file:
```
9
Properties=species:S:1:pos:R:3:lowdin_charge:R:1
O -1.54437 -1.15593 0.82413 0.084
C -1.44645 -0.75344 -0.30144 -0.324
O -0.57050 0.17750 -0.72520 -0.021
C 0.34810 0.65465 0.25757 -0.153
C 1.67481 0.75183 -0.36244 -0.165
N 2.72731 0.82912 -0.83229 0.159
H -2.04864 -1.09091 -1.15595 0.152
H 0.02681 1.63986 0.60669 0.140
H 0.36963 -0.03057 1.10806 0.127
```

Its highest occupied orbital energy is -11.5 eV. The HOMO-LUMO gap is 12.20 eV. The total energy is -8743.880 eV. Its SMILES is N#CCOC=O. The charge is 0.

---

No. 9
The following is a quantum chemistry calculation of the molecule C5H6N2S, from the OMol25 dataset.

XYZ file:
```
14
Properties=species:S:1:pos:R:3:lowdin_charge:R:1
C 2.04180 -0.09402 -0.45401 -0.118
C 0.63607 0.09275 -0.17596 -0.399
C -1.84448 1.54735 0.10563 -0.366
C -1.47500 -1.27967 0.19080 -0.463
C -0.04642 -1.11474 0.40257 -0.046
H 2.20067 -0.83687 -1.31722 0.100
H 2.35649 1.01180 -0.69924 0.114
H 2.72028 -0.58341 0.34993 0.109
H -2.49554 1.94116 0.87698 0.064
H -2.08462 -1.99583 0.68081 0.040
H 0.50692 -1.93791 0.73822 0.074
N 0.50797 1.38870 -0.32663 0.042
N -0.66163 1.98605 0.26941 -0.009
S -2.36251 -0.12536 -0.64127 0.859
```

Its highest occupied orbital energy is -8.9 eV. The HOMO-LUMO gap is 8.49 eV. The total energy is -19093.351 eV. Its SMILES is CC1=NN=CSC=C1. The charge is 0.

---

No. 10
The following is a quantum chemistry calculation of a structure of composition C23H36BN8O2PPdS, from the OMol25 dataset.

XYZ file:
```
73
Properties=species:S:1:pos:R:3:lowdin_charge:R:1
Pd 0.05309 -0.48553 0.07863 0.123
B -3.70430 1.15833 1.06454 -0.452
N -3.62715 -0.32541 0.58073 -0.103
C -4.62282 -1.21767 0.71004 -0.159
C -4.20936 -2.41644 0.15760 -0.114
C -2.90535 -2.14412 -0.29230 -0.191
N -2.56829 -0.88710 -0.03580 0.033
N -2.39342 1.95826 0.79436 -0.093
C -2.35826 3.22724 0.35499 -0.138
C -1.05798 3.69040 0.43510 -0.107
C -0.35522 2.58753 0.94531 -0.206
N -1.15814 1.55161 1.15658 0.038
H -3.96037 1.16432 2.26272 0.047
H -4.58118 1.75202 0.44686 0.049
H -5.54695 -0.93494 1.19124 0.096
H -4.75676 -3.34407 0.10688 0.060
H -2.16413 -2.78085 -0.75518 0.063
H -3.26627 3.70042 0.01874 0.094
H -0.67740 4.65471 0.13916 0.068
H 0.70060 2.45956 1.12609 0.061
O 0.72468 -3.00716 0.69620 -0.205
N 1.79374 -3.29926 0.02714 -0.260
C 2.82915 -3.87399 0.68494 -0.078
C 4.00860 -4.20651 0.07313 -0.124
C 4.14376 -3.91846 -1.28932 -0.140
C 3.09820 -3.32010 -1.94409 -0.141
C 1.87685 -2.98122 -1.31912 -0.734
S 0.56472 -2.20940 -2.08298 0.523
H 2.61320 -4.02656 1.73198 0.115
H 4.79877 -4.65838 0.65809 0.078
H 5.06217 -4.14430 -1.81916 0.080
H 3.17090 -3.05930 -2.99200 0.081
O 3.84745 -0.70379 0.15666 -0.236
P 3.70397 0.67031 0.68769 0.538
N 3.03169 0.67245 2.19684 -0.193
C 1.90595 -0.26111 2.48820 -0.183
C 1.14760 0.41701 3.63105 -0.170
C 2.14746 1.40584 4.22895 -0.183
C 2.90748 1.88996 2.99903 -0.221
N 2.98299 1.67898 -0.39485 -0.185
C 3.04931 3.13823 -0.41832 -0.221
C 2.64553 3.47442 -1.85243 -0.182
C 1.58494 2.41714 -2.15371 -0.169
C 2.09572 1.15329 -1.46600 -0.201
N 5.15989 1.47949 0.98796 -0.200
C 6.02924 1.62350 -0.18825 -0.218
C 6.86496 0.33554 -0.24495 -0.175
C 6.92343 -0.14497 1.22033 -0.172
C 6.03129 0.84914 1.98976 -0.217
H 2.29902 -1.24379 2.74990 0.105
H 1.23525 -0.39082 1.60117 0.037
H 0.77110 -0.30917 4.35264 0.105
H 0.28379 0.94649 3.22272 0.086
H 2.84605 0.89607 4.90105 0.101
H 1.67728 2.22371 4.77872 0.100
H 3.89032 2.30499 3.23453 0.098
H 2.33409 2.67252 2.48639 0.092
H 4.04818 3.49210 -0.15696 0.094
H 2.34572 3.60085 0.28458 0.091
H 3.50907 3.35599 -2.51568 0.100
H 2.28008 4.49978 -1.94793 0.098
H 1.42815 2.25724 -3.22116 0.106
H 0.63094 2.71178 -1.71227 0.092
H 2.66557 0.50196 -2.13214 0.103
H 1.25635 0.53650 -1.05447 0.018
H 6.67252 2.49973 -0.03966 0.107
H 5.43370 1.78697 -1.08537 0.104
H 7.85518 0.51090 -0.67214 0.093
H 6.34573 -0.40432 -0.85198 0.098
H 7.94045 -0.14826 1.62060 0.091
H 6.51959 -1.15321 1.29984 0.099
H 6.64466 1.62714 2.45978 0.103
H 5.42733 0.37515 2.76110 0.102
```

Its highest occupied orbital energy is 0.3 eV. The HOMO-LUMO gap is 4.19 eV. The total energy is -64732.473 eV. The charge is -2.

---

No. 11
The following is a quantum chemistry calculation of a structure of composition C5H6O2, from the OMol25 dataset.

XYZ file:
```
13
Properties=species:S:1:pos:R:3:lowdin_charge:R:1
O 1.69232 1.34628 -0.89924 0.044
C 1.88700 0.62285 0.20825 -0.226
C 1.06118 -0.43565 0.54782 -0.163
C 0.11690 -1.27390 0.31083 -0.032
C -1.32187 -0.89909 0.44751 -0.206
C -1.74423 0.21558 -0.48193 -0.218
O -1.02168 0.91889 -1.15416 0.043
H 0.77547 1.15754 -1.20343 0.079
H 2.71375 0.98950 0.81193 0.133
H 2.28507 -0.73416 0.24790 0.189
H -1.58333 -0.55175 1.45822 0.128
H -2.02043 -1.72261 0.24242 0.103
H -2.84016 0.36651 -0.53613 0.127
```

Its highest occupied orbital energy is -7.9 eV. The HOMO-LUMO gap is 8.58 eV. The total energy is -9371.924 eV. The charge is 0.

---

No. 12
The following is a quantum chemistry calculation of the ion C2H8N5 with charge +1, from the OMol25 dataset.

XYZ file:
```
15
Properties=species:S:1:pos:R:3:lowdin_charge:R:1
C 1.56761 -2.63197 -0.10783 0.004
C 0.21197 0.80835 -0.54443 -0.111
N 0.89422 -1.61421 -0.39527 -0.035
N 0.10963 -1.14320 0.67754 0.036
N -0.33033 -0.01982 0.39935 -0.276
N -0.61173 1.94852 -0.77002 0.121
N -1.35369 0.52684 1.16682 0.117
H 2.15826 -3.04048 -1.05564 0.127
H 1.92237 -3.08611 0.74852 0.056
H 0.98237 0.50423 -1.21660 0.107
H -0.37946 2.47246 -1.70487 0.229
H -1.62315 1.80435 -0.74946 0.148
H -1.07647 1.14898 1.95025 0.141
H -1.86844 -0.30771 1.52326 0.140
H -0.60316 2.62977 0.07838 0.195
```

Its highest occupied orbital energy (alpha / beta) is -12.3 / -12.3 eV. The HOMO-LUMO gap (alpha / beta) is 8.56 / 8.56 eV. The total energy is -9642.252 eV. The charge is +1.